1.
{
  "formula": "C23H21ClN2O6S",
  "method": "wB97M-V/def2-TZVPD",
  "de_lowest_ev": 0.835,
  "lumo_energy_ev": 0.249,
  "orbital_gap_ev": 8.83,
  "homo_energy_ev": -8.58,
  "energy_ev": -62814.7998,
  "elements": ["C", "H", "H", "H", "O", "C", "O", "C", "C", "C", "C", "C", "C", "Cl", "H", "H", "N", "C", "O", "C", "N", "C", "C", "C", "C", "C", "C", "H", "O", "C", "H", "H", "H", "H", "H", "H", "S", "O", "O", "C", "C", "C", "C", "C", "C", "H", "H", "H", "H", "H", "H", "H", "H", "H"],
  "coordinates": [[4.892, 3.413, -0.794], [5.591, 3.390, -1.634], [5.431, 3.734, 0.099], [4.063, 4.084, -1.004], [4.321, 2.129, -0.593], [5.192, 1.143, -0.317], [6.378, 1.324, -0.226], [4.493, -0.160, -0.160], [3.273, -0.356, -0.797], [2.592, -1.565, -0.694], [3.143, -2.597, 0.065], [4.353, -2.409, 0.704], [5.034, -1.204, 0.597], [6.523, -1.018, 1.434], [4.781, -3.203, 1.294], [2.620, -3.536, 0.150], [1.369, -1.668, -1.355], [0.450, -2.660, -1.290], [0.570, -3.704, -0.687], [-0.827, -2.299, -2.070], [-1.527, -1.159, -1.517], [-2.404, -1.294, -0.437], [-2.297, -2.356, 0.462], [-3.162, -2.421, 1.536], [-4.124, -1.450, 1.755], [-4.238, -0.395, 0.855], [-3.384, -0.332, -0.244], [-3.526, 0.464, -0.954], [-5.141, 0.618, 0.949], [-6.069, 0.595, 2.007], [-5.571, 0.658, 2.980], [-6.696, 1.475, 1.867], [-6.694, -0.302, 1.975], [-4.773, -1.530, 2.611], [-3.080, -3.246, 2.228], [-1.549, -3.120, 0.331], [-1.216, 0.379, -2.110], [0.057, 0.280, -2.787], [-2.304, 0.889, -2.884], [-0.999, 1.368, -0.633], [-0.171, 0.915, 0.376], [0.026, 1.710, 1.493], [-0.603, 2.941, 1.586], [-1.429, 3.386, 0.566], [-1.627, 2.595, -0.554], [-2.265, 2.907, -1.367], [-1.919, 4.344, 0.641], [-0.449, 3.557, 2.459], [0.670, 1.365, 2.287], [0.306, -0.048, 0.295], [-1.493, -3.166, -2.076], [-0.558, -2.043, -3.098], [1.116, -0.864, -1.936], [2.852, 0.444, -1.387]],
  "atomic_forces_ev_per_a": [[0.318, 0.269, -0.035], [-0.062, 0.037, 0.067], [-0.052, -0.003, -0.088], [0.026, -0.043, 0.009], [-0.316, -0.244, 0.034], [0.244, 0.213, -0.023], [-0.156, 0.063, -0.099], [-0.048, -0.290, 0.054], [0.015, -0.174, 0.089], [0.387, -0.095, 0.309], [-0.128, -0.022, -0.064], [0.132, 0.263, -0.042], [-0.240, 0.113, -0.210], [0.242, -0.205, 0.287], [0.048, -0.060, 0.065], [0.000, -0.015, 0.006], [0.023, 0.288, -0.323], [-0.264, 0.172, -0.233], [0.006, -0.282, 0.107], [0.287, -0.213, -0.235], [0.297, 1.021, -0.337], [-0.773, 0.081, 0.609], [0.152, -0.084, -0.132], [0.025, 0.053, -0.101], [-0.256, 0.174, 0.111], [0.189, -0.044, -0.052], [-0.315, -0.082, 0.170], [-0.150, 0.080, -0.040], [0.256, -0.092, -0.253], [-0.143, -0.003, 0.179], [-0.018, -0.017, -0.042], [0.020, -0.075, 0.053], [0.034, 0.025, 0.005], [-0.080, 0.026, 0.070], [0.018, -0.070, 0.054], [0.136, -0.105, -0.028], [0.184, -0.155, 0.142], [0.037, -0.025, -0.078], [-0.162, 0.074, 0.239], [-0.080, -0.231, -0.411], [0.139, -0.044, 0.109], [0.018, -0.080, -0.083], [-0.032, 0.037, 0.002], [0.046, -0.018, -0.028], [-0.117, 0.019, -0.173], [-0.120, 0.095, -0.043], [-0.046, 0.075, -0.009], [0.007, 0.050, 0.076], [0.056, -0.043, 0.064], [0.079, -0.151, 0.040], [0.109, 0.163, 0.029], [-0.007, -0.218, 0.037], [0.079, -0.311, 0.172], [-0.043, 0.104, -0.025]]
}

=====

2.
{
  "formula": "C4H9NO2",
  "method": "wB97M-V/def2-TZVPD",
  "de_lowest_ev": 1.470,
  "lumo_energy_ev": 0.836,
  "orbital_gap_ev": 10.36,
  "homo_energy_ev": -9.52,
  "energy_ev": -9878.5909,
  "elements": ["C", "C", "C", "N", "C", "O", "O", "H", "H", "H", "H", "H", "H", "H", "H", "H"],
  "coordinates": [[-1.052, -0.298, -0.458], [0.360, -0.663, 1.521], [0.431, 1.680, -1.109], [-0.933, -0.274, 1.003], [0.250, 0.193, -1.078], [0.840, -1.915, 1.116], [1.072, -0.591, -1.488], [1.091, -1.873, 0.181], [-1.659, -0.860, 1.401], [-1.247, -1.311, -0.846], [-1.883, 0.359, -0.735], [0.277, -0.706, 2.610], [1.078, 0.129, 1.255], [-0.188, 2.088, -1.905], [0.097, 2.110, -0.166], [1.467, 1.934, -1.304]],
  "atomic_forces_ev_per_a": [[-0.128, -0.444, 0.048], [-0.052, 0.339, 0.152], [0.254, -0.041, -0.021], [-0.029, 0.027, 0.118], [-0.444, 0.202, 0.056], [0.046, -0.456, -0.146], [0.193, -0.025, -0.081], [-0.010, 0.046, 0.101], [0.089, 0.101, -0.010], [0.101, 0.239, 0.006], [0.105, -0.063, -0.115], [0.059, 0.078, -0.146], [-0.072, -0.153, 0.097], [-0.134, 0.079, -0.078], [-0.061, 0.045, 0.033], [0.085, 0.026, -0.015]]
}

=====

3.
{
  "formula": "C12H16F3N3O5",
  "method": "wB97M-V/def2-TZVPD",
  "lumo_energy_ev": -0.780,
  "orbital_gap_ev": 9.35,
  "homo_energy_ev": -10.13,
  "energy_ev": -35558.9600,
  "elements": ["C", "C", "O", "C", "C", "O", "C", "C", "C", "N", "C", "C", "O", "C", "F", "F", "F", "C", "C", "N", "O", "N", "O", "H", "H", "H", "H", "H", "H", "H", "H", "H", "H", "H", "H", "H", "H", "H", "H"],
  "coordinates": [[-3.843, 0.040, -1.642], [-3.029, -0.219, -0.360], [-3.233, 0.782, 0.633], [-2.528, 1.974, 0.400], [-1.171, 2.018, 1.101], [-0.520, 0.762, 0.974], [0.671, 0.671, 1.709], [1.747, -0.161, 0.934], [2.936, 0.672, 0.710], [3.857, 1.335, 0.554], [1.196, -0.810, -0.353], [0.803, 0.084, -1.530], [-0.028, -0.651, -2.419], [2.000, 0.604, -2.357], [2.316, 1.848, -1.954], [3.097, -0.155, -2.224], [1.718, 0.673, -3.656], [2.213, -1.313, 1.891], [3.420, -2.000, 1.400], [4.394, -2.528, 1.112], [1.114, -2.188, 2.111], [1.290, -3.496, 1.520], [0.310, -4.095, 1.609], [-3.187, 0.103, -2.512], [-4.353, 1.001, -1.559], [-4.584, -0.741, -1.803], [-1.967, -0.286, -0.605], [-3.340, -1.151, 0.111], [-2.421, 2.186, -0.671], [-3.128, 2.789, 0.815], [-1.315, 2.247, 2.164], [-0.548, 2.804, 0.656], [1.076, 1.662, 1.932], [0.460, 0.179, 2.665], [1.925, -1.539, -0.721], [0.291, -1.334, -0.043], [0.249, 0.963, -1.205], [-0.240, -1.505, -2.032], [2.452, -0.870, 2.861]],
  "atomic_forces_ev_per_a": [[0.310, 0.144, 0.179], [-0.150, 0.094, -0.198], [0.003, -0.018, 0.065], [0.020, 0.216, -0.046], [-0.119, -0.137, 0.184], [0.078, 0.106, -0.139], [-0.017, 0.016, 0.048], [0.060, -0.233, 0.225], [-0.245, -0.036, -0.193], [0.188, 0.107, 0.117], [0.181, 0.227, 0.018], [-0.231, -0.260, -0.358], [0.087, 0.034, 0.080], [-0.051, 0.177, 0.108], [0.036, 0.005, 0.043], [0.057, -0.112, -0.019], [-0.057, 0.012, -0.062], [-0.207, 0.138, -0.163], [-0.160, -0.019, 0.305], [0.155, -0.033, -0.187], [0.046, 0.093, 0.104], [-0.083, -0.027, -0.135], [0.052, -0.034, 0.063], [-0.082, -0.119, -0.041], [-0.111, -0.093, 0.020], [-0.048, 0.065, -0.073], [-0.028, -0.062, 0.095], [0.064, -0.001, 0.012], [0.047, -0.204, -0.005], [0.038, 0.010, -0.050], [0.009, -0.053, -0.021], [-0.048, 0.061, 0.061], [-0.004, -0.007, -0.073], [0.023, 0.002, -0.024], [-0.048, -0.045, 0.081], [-0.010, 0.024, -0.054], [0.103, 0.028, 0.073], [0.029, -0.030, -0.006], [0.112, -0.031, -0.036]]
}

=====

4.
{
  "formula": "C39H68F9IO15S",
  "method": "wB97M-V/def2-TZVPD",
  "lumo_energy_ev": 0.237,
  "orbital_gap_ev": 8.85,
  "homo_energy_ev": -8.61,
  "energy_ev": -115648.6397,
  "elements": ["C", "C", "C", "C", "C", "C", "C", "C", "C", "F", "F", "C", "F", "F", "S", "F", "F", "F", "F", "F", "O", "C", "O", "O", "C", "C", "I", "C", "C", "H", "H", "H", "H", "H", "H", "H", "H", "H", "H", "H", "H", "H", "H", "H", "H", "H", "H", "H", "H", "O", "C", "O", "C", "C", "C", "H", "H", "H", "H", "H", "H", "H", "H", "O", "C", "O", "C", "C", "C", "H", "H", "H", "H", "H", "H", "H", "H", "O", "C", "O", "C", "C", "C", "H", "H", "H", "H", "H", "H", "H", "H", "O", "C", "O", "C", "C", "C", "H", "H", "H", "H", "H", "H", "H", "H", "O", "C", "O", "C", "C", "C", "H", "H", "H", "H", "H", "H", "H", "H", "O", "C", "O", "C", "C", "C", "H", "H", "H", "H", "H", "H", "H", "H"],
  "coordinates": [[-1.873, -0.362, -4.283], [-1.229, 0.553, -4.981], [-1.361, 2.024, -4.599], [-0.462, 2.508, -3.417], [0.380, 1.495, -2.608], [0.401, 1.694, -1.057], [1.745, 2.291, -0.522], [2.822, 1.169, -0.620], [4.281, 1.723, -0.599], [4.248, 2.786, 0.216], [5.033, 0.734, -0.061], [4.731, 2.096, -2.034], [4.332, 1.220, -2.944], [4.114, 3.222, -2.347], [6.587, 2.354, -2.288], [6.845, 2.693, -0.757], [6.898, 0.806, -2.103], [6.393, 2.126, -3.868], [6.355, 3.918, -2.554], [8.138, 2.588, -2.553], [0.557, 3.361, -4.068], [0.836, 4.352, -3.153], [1.794, 4.993, -3.168], [-0.159, 4.469, -2.217], [-1.220, 3.630, -2.720], [-2.452, 3.320, -1.829], [-4.347, 3.737, -2.758], [-2.425, 4.154, -0.503], [-2.506, 5.693, -0.744], [-2.772, -0.083, -3.719], [-1.545, -1.403, -4.220], [-0.643, 0.200, -5.835], [-2.432, 2.241, -4.467], [-1.045, 2.611, -5.477], [0.140, 0.443, -2.804], [1.422, 1.619, -2.951], [-0.447, 2.248, -0.641], [0.351, 0.686, -0.602], [2.014, 3.213, -1.049], [1.567, 2.454, 0.552], [2.751, 0.587, 0.314], [2.659, 0.454, -1.435], [-1.653, 4.274, -3.513], [-2.372, 2.271, -1.505], [-3.357, 3.878, 0.009], [-1.598, 3.849, 0.146], [-3.483, 6.116, -0.474], [-2.238, 5.973, -1.773], [-1.761, 6.163, -0.078], [-6.226, 3.126, -0.233], [-6.540, 3.933, 0.602], [-6.336, 5.243, 0.360], [-6.845, 6.292, 1.191], [-5.913, 6.578, 2.350], [-7.066, 3.507, 1.951], [-7.860, 6.072, 1.518], [-6.908, 7.173, 0.552], [-5.812, 5.712, 3.006], [-6.285, 7.417, 2.941], [-4.914, 6.820, 1.984], [-6.221, 3.269, 2.599], [-7.674, 2.615, 1.813], [-7.703, 4.246, 2.436], [-2.667, 3.343, 2.274], [-2.000, 3.643, 3.228], [-0.657, 3.654, 3.115], [0.224, 4.179, 4.114], [0.540, 3.144, 5.174], [-2.630, 3.915, 4.572], [-0.173, 5.103, 4.537], [1.140, 4.449, 3.589], [-0.356, 2.835, 5.714], [1.257, 3.539, 5.894], [0.960, 2.248, 4.715], [-2.802, 2.968, 5.083], [-3.585, 4.411, 4.407], [-2.045, 4.573, 5.211], [-9.313, 5.236, 3.236], [-9.612, 6.054, 4.068], [-9.398, 7.357, 3.814], [-9.888, 8.423, 4.637], [-8.943, 8.716, 5.784], [-10.130, 5.640, 5.422], [-10.905, 8.218, 4.975], [-9.949, 9.295, 3.987], [-8.843, 7.859, 6.451], [-9.299, 9.566, 6.366], [-7.946, 8.942, 5.404], [-9.286, 5.399, 6.067], [-10.748, 4.753, 5.294], [-10.756, 6.388, 5.904], [6.152, -5.942, -1.436], [6.892, -5.014, -1.631], [7.431, -4.366, -0.583], [8.467, -3.384, -0.699], [7.897, -2.009, -0.979], [7.153, -4.502, -3.027], [9.210, -3.687, -1.439], [8.976, -3.374, 0.264], [7.364, -1.980, -1.931], [8.691, -1.262, -1.007], [7.180, -1.731, -0.205], [6.348, -3.826, -3.314], [7.165, -5.353, -3.706], [8.110, -3.998, -3.143], [2.059, -10.634, 1.558], [2.087, -9.642, 0.877], [3.252, -9.242, 0.339], [3.373, -8.201, -0.640], [3.459, -6.837, 0.007], [0.858, -8.785, 0.692], [2.569, -8.265, -1.376], [4.300, -8.402, -1.176], [2.554, -6.600, 0.570], [3.610, -6.066, -0.747], [4.290, -6.805, 0.712], [0.764, -8.111, 1.542], [-0.011, -9.439, 0.656], [0.855, -8.211, -0.232], [2.662, -14.607, -4.205], [3.252, -14.099, -3.288], [2.660, -13.122, -2.577], [3.190, -12.590, -1.355], [4.196, -11.491, -1.621], [4.682, -14.472, -2.977], [3.595, -13.385, -0.728], [2.338, -12.177, -0.816], [5.061, -11.860, -2.174], [4.544, -11.059, -0.684], [3.745, -10.702, -2.226], [5.347, -13.902, -3.625], [4.809, -15.534, -3.178], [4.964, -14.317, -1.938]],
  "atomic_forces_ev_per_a": [[-0.688, -0.687, 0.562], [-0.037, 0.387, -0.015], [0.136, -0.878, -1.515], [-0.161, 0.237, -1.426], [-0.081, -0.020, 0.989], [0.683, -0.395, 0.197], [-0.945, -1.175, -0.222], [0.177, 0.590, 0.415], [-2.644, -1.703, -0.117], [1.050, 0.380, 0.057], [0.814, 0.308, -0.085], [0.167, 0.605, 0.286], [0.093, -1.093, 0.183], [-0.210, 0.678, 0.113], [0.835, 1.535, -1.423], [-0.240, -0.625, -0.066], [-0.313, 0.214, 0.373], [0.139, -0.169, 0.466], [0.239, -0.362, 0.249], [-0.295, -0.208, 0.100], [-0.072, 0.703, 1.214], [-2.535, -2.005, -0.265], [2.823, 2.062, 0.018], [0.273, -0.634, 0.045], [-1.448, 0.774, -1.003], [1.660, 0.221, 1.872], [0.568, -0.335, -0.325], [-1.397, 0.258, -0.874], [0.879, -0.144, 0.586], [0.706, -0.035, 0.514], [-0.571, 0.109, -0.690], [0.666, 0.478, 0.640], [0.388, 0.004, 0.435], [-0.156, 0.078, 0.467], [-0.336, 0.492, -0.208], [-0.440, -0.056, -0.095], [0.250, -0.057, -0.342], [-0.214, 0.380, -0.109], [-0.021, -0.180, 0.293], [0.307, 0.516, -0.398], [0.128, 0.107, -0.355], [0.139, 0.392, 0.042], [0.274, -0.616, -0.083], [-0.655, 0.196, -0.445], [0.511, -0.121, 0.084], [-0.059, 0.188, -0.357], [0.180, -0.282, -0.287], [-0.192, -0.011, 0.335], [-0.259, 0.031, -0.335], [-0.189, 0.239, 0.134], [0.161, -0.367, 0.371], [0.044, 0.101, -0.481], [-0.058, 0.071, 0.242], [0.137, -0.101, 0.079], [-0.526, 0.220, 0.062], [0.066, -0.093, 0.076], [0.091, -0.132, -0.147], [-0.103, 0.015, 0.017], [-0.022, -0.008, -0.030], [-0.048, 0.055, -0.034], [0.044, -0.020, -0.076], [0.213, -0.089, -0.042], [0.312, -0.106, -0.081], [0.227, -0.041, 0.297], [-0.240, -0.198, 0.213], [0.094, 0.099, -0.416], [0.099, -0.080, 0.269], [-0.133, -0.121, 0.042], [-0.002, 0.569, 0.062], [-0.083, -0.055, 0.011], [-0.121, -0.038, -0.170], [0.016, 0.082, 0.045], [-0.001, 0.001, -0.029], [0.062, 0.074, -0.022], [0.019, 0.005, -0.016], [-0.048, -0.211, -0.084], [0.089, -0.165, 0.069], [-0.215, 0.396, 0.121], [0.111, -0.183, 0.298], [-0.034, 0.023, -0.452], [0.060, 0.143, 0.292], [0.103, -0.153, 0.064], [-0.563, 0.057, -0.032], [0.043, -0.097, 0.024], [0.044, -0.151, -0.154], [-0.087, 0.034, 0.034], [0.001, -0.005, -0.029], [-0.061, 0.073, -0.038], [-0.001, 0.015, -0.017], [0.218, -0.090, -0.043], [0.172, 0.078, 0.076], [0.147, 0.106, 0.153], [-0.213, 0.130, -0.262], [0.053, -0.325, 0.308], [0.019, 0.310, -0.101], [-0.156, -0.001, -0.089], [0.494, -0.218, -0.151], [-0.083, -0.018, -0.058], [-0.126, -0.176, 0.033], [0.096, 0.016, -0.036], [-0.012, -0.016, 0.009], [0.086, -0.003, 0.043], [0.016, 0.003, 0.019], [-0.230, 0.009, 0.056], [-0.100, 0.175, 0.052], [0.198, 0.047, -0.205], [-0.211, 0.205, 0.276], [0.183, -0.314, -0.040], [-0.009, 0.355, -0.026], [-0.208, 0.070, 0.250], [-0.225, -0.137, -0.510], [-0.068, -0.026, 0.090], [0.007, -0.144, 0.127], [-0.058, -0.027, -0.095], [0.079, -0.047, 0.009], [0.079, 0.005, -0.143], [0.024, -0.005, -0.013], [0.061, -0.021, 0.230], [0.107, 0.146, 0.105], [-0.074, 0.157, 0.183], [0.253, 0.017, -0.221], [-0.409, -0.104, -0.001], [0.208, 0.216, 0.058], [0.230, -0.086, -0.161], [-0.008, -0.359, 0.444], [0.040, -0.013, -0.070], [-0.082, -0.111, -0.112], [-0.004, -0.054, 0.049], [-0.059, -0.015, -0.004], [-0.061, -0.013, 0.070], [-0.020, 0.008, 0.013], [-0.028, 0.085, -0.223], [0.053, 0.192, -0.056]]
}